No. 1
DFT (the ωB97M-V functional and the def2-TZVPD basis) results for C11H21AsN2O5P2PtS6 as an isolated structure.

Output
- ΔE to the lowest compared entry with this formula, charge and spin: 18.2 kcal per mole
- Net charge: -2
- Frontier orbital gap (spin up / spin down): 5.60 / 6.11 eV
- E_LUMO (spin up / spin down): 4.42 / 3.77 eV
- 2S+1: 5
- Highest occupied orbital energy (spin up / spin down): -1.18 / -2.34 eV

```
49
Properties=species:S:1:pos:R:3:nbo_charge:R:1
S -3.0383 1.0855 -0.5956 -0.552
N 1.6370 3.2060 2.2443 -0.436
C 0.6761 2.5463 1.4624 0.782
H 2.2045 0.8753 4.5722 0.216
O -2.4444 1.1104 2.0827 -1.014
H -2.7157 0.0967 -2.9744 0.258
N 0.4916 1.2082 1.6860 -0.725
H 1.2875 -2.9940 1.6398 0.267
P -1.0228 -1.1255 -1.7300 1.093
C 0.3249 -3.0650 2.1421 -0.953
H -0.5911 -3.6645 -0.3189 0.222
H 0.9620 -1.4601 -3.0516 0.263
C 0.3081 -2.1202 -2.4849 -1.003
H 2.8985 3.1902 3.8857 0.187
C -1.8229 -0.4704 -3.2288 -0.987
S -3.7229 1.3443 1.3830 2.274
H -3.0804 -1.9381 -0.8239 0.255
S 0.9546 1.1074 -1.5253 -0.478
O 0.0740 3.1862 0.6181 -0.640
H -2.1184 -3.8576 0.5249 0.216
C 1.8081 1.3663 3.6978 -0.398
H -3.1416 -1.4675 2.0272 0.277
H 1.1176 5.1977 1.8512 0.206
As 2.8978 0.2874 -0.8981 0.952
C -2.1608 -2.4372 -1.1405 -0.774
H -0.1424 -2.8671 -3.1481 0.198
H -2.4826 -2.9303 2.8333 0.194
O -4.7017 0.2963 1.6287 -1.017
C 1.9937 4.5489 1.8407 -0.390
H -1.1128 0.1819 -3.7372 0.252
O -4.2374 2.6885 1.5156 -0.986
C -2.2652 -1.9112 2.4981 -0.985
H -2.0960 -1.2967 -3.8915 0.205
S 4.0990 1.8431 -0.0145 -0.526
C 0.8691 0.6301 2.8608 0.645
S 4.2007 0.5455 -2.6091 -0.549
H 2.7467 4.9283 2.5313 0.179
H -1.9953 -1.2807 3.3428 0.274
H -2.4021 -3.1470 -1.9392 0.203
C -1.4717 -3.1215 0.0367 -0.746
C 2.1745 2.6031 3.3348 0.089
H -0.0682 -4.0833 2.0636 0.194
H 0.9227 -2.5943 -1.7236 0.274
S 2.7733 -1.5681 0.0599 -0.759
P -0.8646 -1.9298 1.3392 1.076
Pt -0.9409 0.3514 0.2437 0.877
H 2.3996 4.5330 0.8290 0.230
O 0.4380 -0.4727 3.2227 -0.697
H 0.4515 -2.7782 3.1807 0.259
```

No. 2
DFT (the ωB97M-V functional and the def2-TZVPD basis) results for C11H21F5IO2P2Ti as an isolated structure in a non-equilibrium geometry.

Output
- ΔE to the lowest compared entry with this formula, charge and spin: 12.6 kcal per mole
- Net charge: +2
- Frontier orbital gap (spin up / spin down): 4.78 / 6.18 eV
- E_LUMO (spin up / spin down): -9.94 / -9.82 eV
- 2S+1: 2
- Highest occupied orbital energy (spin up / spin down): -14.72 / -16.00 eV

```
43
Properties=species:S:1:pos:R:3:nbo_charge:R:1
F 1.9314 -0.1880 3.4715 -0.315
H -4.0575 0.3473 -1.5407 0.280
H 4.1730 1.2532 0.8267 0.270
H 3.1138 -1.7639 1.8201 0.287
H 2.6454 2.1650 0.5537 0.252
F -1.5159 -0.8542 3.0473 -0.336
F 0.2654 -2.1927 2.9133 -0.316
H -3.3838 -1.7458 1.7079 0.289
I -0.1288 -3.0899 -0.4225 -0.094
P -2.4606 -0.1650 0.1596 0.918
C 2.8523 0.0361 -1.5742 -0.938
C -0.0159 1.3809 0.0159 0.304
H -4.1677 1.2827 1.0578 0.269
H 0.8281 -0.2819 -4.6294 0.345
O -0.0642 2.5558 0.0444 -0.428
H -3.2102 -2.4635 0.0952 0.266
C 3.3493 -1.5837 0.7655 -0.935
H -2.5199 1.2167 -1.8411 0.230
C 0.5897 0.0758 3.4693 0.902
C -2.9641 0.2630 -1.5294 -0.946
Ti -0.0441 -0.6469 0.3496 0.787
C -0.0533 1.0467 -3.3148 0.965
F 0.1884 -0.0449 4.7580 -0.287
H -2.6468 -0.5237 -2.2242 0.242
H 3.1250 -2.4896 0.1958 0.268
P 2.3705 -0.1919 0.1608 0.899
H -0.9551 -0.2707 -4.6222 0.343
H 3.9454 0.1365 -1.6232 0.281
H 4.4129 -1.3313 0.6642 0.269
C -3.0778 1.2128 1.1628 -0.944
C -0.0596 0.3702 -4.5754 -0.820
C -3.5030 -1.5596 0.6373 -0.938
H -2.8211 1.0212 2.2123 0.286
C -0.1823 -0.9108 2.5909 0.193
H -2.6071 2.1525 0.8515 0.252
H 2.5291 -0.8180 -2.1823 0.250
H -4.5531 -1.3164 0.4300 0.267
H 2.8664 1.2110 2.0404 0.288
H 2.3912 0.9461 -1.9785 0.222
C 3.0858 1.2536 0.9705 -0.946
F 0.4000 1.3914 3.1251 -0.310
H -0.0590 1.1028 -5.4007 0.367
O -0.0122 2.0113 -2.6388 -0.237
```

No. 3
DFT (the ωB97M-V functional and the def2-TZVPD basis) results for C11H21F6I2O2P2Ti as an isolated structure in a non-equilibrium geometry.

Output
- ΔE to the lowest compared entry with this formula, charge and spin: 9.2 kcal per mole
- Net charge: +2
- Frontier orbital gap (spin up / spin down): 6.05 / 6.26 eV
- E_LUMO (spin up / spin down): -9.74 / -9.81 eV
- 2S+1: 2
- Highest occupied orbital energy (spin up / spin down): -15.79 / -16.07 eV

```
45
Properties=species:S:1:pos:R:3:nbo_charge:R:1
O 0.3495 -1.3080 2.9813 -0.301
I 2.0619 2.6518 -0.9068 0.031
H 3.7590 0.8359 2.2087 0.262
C 3.6424 -0.9915 -1.1582 -0.918
F -1.7258 -4.2853 -0.7771 -0.278
H 4.6742 -1.3323 -0.9713 0.278
C 0.3606 -0.7715 1.9448 0.415
Ti 0.4350 0.2677 0.2227 1.279
H 2.4987 -2.8920 1.0937 0.262
H -3.2913 -2.7220 0.6664 0.289
H 4.2243 -2.4230 1.1695 0.278
C -1.7784 -1.8417 -0.5466 0.090
H 3.0580 -1.7904 -1.6366 0.265
H -2.4843 1.6986 1.7671 0.251
H -3.2849 2.9538 0.8096 0.279
F -3.4293 -0.4064 -1.4658 -0.331
H -3.0904 -0.9665 0.9289 0.249
H -2.2043 1.4343 -2.1147 0.266
C -2.5594 -1.9090 0.7412 -0.641
C 3.2006 -2.1038 1.4014 -0.943
H -3.2891 1.2457 0.1918 0.270
H 3.6239 -0.0962 -1.7934 0.264
F -2.0550 -1.3285 -2.8796 -0.290
C -2.7146 2.0159 0.7388 -0.972
C -2.7340 -1.5644 -1.7367 0.975
H -0.0682 4.5376 -0.4120 0.261
C -0.9661 -3.1546 -0.7621 0.971
H -1.9041 -2.0940 1.5951 0.230
F -0.0936 -3.2913 0.2961 -0.327
H -0.8931 2.5940 -2.5348 0.259
H -0.7753 4.3605 1.2161 0.257
C 4.0764 0.5761 1.1886 -0.923
F -3.6649 -2.5273 -1.9393 -0.279
C -1.7521 2.4057 -1.8683 -0.959
P -1.1577 2.3691 -0.1417 0.960
H 4.1237 1.4926 0.5811 0.264
I 1.1304 2.5789 2.2090 0.038
F -0.2038 -3.1105 -1.8868 -0.291
O -0.8248 -0.7860 -0.5515 -0.806
H 3.1026 -1.9001 2.4776 0.262
H -2.5118 3.2075 -1.9452 0.272
P 2.8689 -0.5893 0.4458 0.857
H 5.0547 0.0673 1.1993 0.272
C -0.9415 4.1901 0.1482 -0.918
H -1.8467 4.7026 -0.1947 0.270
```

No. 4
DFT (the ωB97M-V functional and the def2-TZVPD basis) results for C11H21IN3O2P2Ru as an isolated structure in a non-equilibrium geometry.

Output
- ΔE to the lowest compared entry with this formula, charge and spin: 0.0 kcal per mole
- Net charge: +3
- Frontier orbital gap (spin up / spin down): 8.73 / 5.47 eV
- E_LUMO (spin up / spin down): -10.93 / -14.66 eV
- 2S+1: 5
- Highest occupied orbital energy (spin up / spin down): -19.66 / -20.13 eV

```
41
Properties=species:S:1:pos:R:3:nbo_charge:R:1
H -2.5247 -2.5167 0.3758 0.257
H 4.0041 1.0055 1.0473 0.289
H 3.1607 -0.8336 -2.1620 0.276
H 4.2097 0.3090 -1.2165 0.306
H 3.9591 -1.6149 0.7695 0.298
I -0.0237 -2.9047 -0.5332 0.392
N 0.1503 0.7098 5.9172 0.037
H -4.1667 0.3664 -1.1953 0.302
H -3.9797 -1.5306 0.7564 0.298
C -3.1703 0.1316 -1.5459 -0.977
C 0.0121 1.7014 -0.0475 0.684
C 3.1834 0.0830 -1.5518 -0.965
H -0.8762 -0.4553 -3.7736 0.281
P -2.2202 -0.1460 -0.0846 1.247
C 0.0154 1.0860 -2.6398 0.503
C 2.9108 1.0632 1.1081 -0.926
Ru 0.0125 -0.0739 -0.5759 -0.125
H 2.5338 -1.6047 1.8533 0.256
H -3.9888 1.0729 1.0111 0.284
C 0.0015 0.1879 -3.8198 -0.737
H -2.5790 -1.5471 1.8694 0.260
C -2.8879 -1.5762 0.8181 -0.957
H 2.5710 2.0651 0.8507 0.258
N -0.1774 -0.7600 3.9324 -0.398
H -3.1672 -0.7738 -2.1395 0.277
P 2.1966 -0.1801 -0.0713 1.239
H 2.4856 -2.5610 0.3551 0.254
H 2.5895 0.8072 2.1198 0.245
O 0.0250 2.2977 -2.7681 -0.210
O 0.0269 2.8561 0.1186 -0.355
N 0.0141 -0.6786 1.5019 -0.513
C 2.8639 -1.6391 0.8105 -0.946
C -0.0320 -0.5975 2.6814 0.638
H -2.6089 0.8362 2.1329 0.248
H -2.5258 2.1125 0.8660 0.258
H 0.8703 -0.4667 -3.7762 0.282
C -2.8989 1.1142 1.1119 -0.919
H -2.7705 0.9624 -2.1169 0.268
H 0.0062 0.7026 -4.8127 0.317
H 2.7824 0.9329 -2.1285 0.264
C 0.0131 0.0570 4.9519 0.509
```

No. 5
DFT (the ωB97M-V functional and the def2-TZVPD basis) results for a 2-piece molecular cluster, C11H21N3O2S overall.

Output
- ΔE to the lowest compared entry with this formula, charge and spin: 0.0 kcal per mole
- Net charge: 0
- Frontier orbital gap: 10.07 eV
- E_LUMO: 0.48 eV
- Highest occupied orbital energy: -9.59 eV

```
38
Properties=species:S:1:pos:R:3:nbo_charge:R:1
H -3.1354 0.5376 -0.4682 0.247
H 0.9159 0.8749 -1.4220 0.219
H 0.0354 -0.9921 -2.6226 0.230
H 2.8474 1.9180 -1.3820 0.169
H 4.4781 1.2232 -1.5443 0.162
H -2.4538 -1.1256 2.7984 0.257
S -0.4278 -0.0060 3.2885 1.263
O -0.3577 0.7502 2.0007 -1.015
H -2.2726 -0.8458 4.5468 0.233
O 3.0074 0.2867 -2.6816 -0.537
C -1.6786 -0.7849 -1.3152 0.023
C -0.1510 -0.9817 -1.5499 -0.399
H -1.5469 0.8035 0.2126 0.305
C 3.5438 1.4399 -2.0748 -0.255
C -2.1667 -1.8436 -0.4048 0.278
H 4.0218 -1.0612 -1.5362 0.162
N -2.5897 -2.6684 0.2762 -0.344
H -0.4553 0.7190 5.5610 0.231
H 2.6239 -1.7002 -2.3768 0.182
C 2.9856 -0.8331 -1.8236 -0.062
C 0.7759 -0.0128 -0.8073 -0.438
H 2.6924 0.0028 0.1260 0.204
H 0.1060 -1.9859 -1.2012 0.210
H -2.7566 0.5017 3.4684 0.231
N -2.3541 -0.8963 -2.6190 -0.789
N -1.8676 2.5485 -2.4045 -0.320
H 2.0420 -1.6056 -0.0369 0.207
H 3.7670 2.1463 -2.8721 0.196
C -0.2847 1.2075 4.6019 -0.827
C 2.1462 -0.6528 -0.5587 -0.424
H -3.3586 -0.9204 -2.4693 0.362
C -2.1559 -0.4037 3.5578 -0.834
H 0.7238 1.6137 4.5723 0.244
C -1.9190 1.6715 -1.6670 0.299
H -1.0097 2.0053 4.4423 0.234
H 0.3824 0.2550 0.1741 0.260
C -2.0684 0.5746 -0.7133 -0.533
H -2.0851 -1.7596 -3.0757 0.370
```

No. 6
DFT (the ωB97M-V functional and the def2-TZVPD basis) results for one molecule with the formula C11H21N3O4 in a non-equilibrium geometry.

Output
- ΔE to the lowest compared entry with this formula, charge and spin: 67.7 kcal per mole
- Net charge: 0
- SMILES: CC(C)C[C@H](NC(=O)[C@@H](N)CCC(N)=O)C(=O)O
- Frontier orbital gap: 9.91 eV
- E_LUMO: 0.61 eV
- Highest occupied orbital energy: -9.29 eV

```
39
Properties=species:S:1:pos:R:3:nbo_charge:R:1
H 1.4207 -1.7075 -0.4552 0.420
C 0.5236 -1.6920 1.2137 0.675
H -4.9460 -1.7072 0.9174 0.386
O -3.0692 -0.3212 -1.2022 -0.634
N 0.0868 0.2742 2.7836 -0.840
C -3.3183 -1.1134 -0.3065 0.707
H -1.7130 0.2991 0.9649 0.245
H 2.5820 3.9580 -1.4635 0.215
H -0.4727 -1.6591 3.0912 0.207
O -0.3679 -0.1551 -1.4848 -0.738
H 2.3278 0.2352 -1.8683 0.209
H -5.3916 -0.8394 -0.4854 0.408
C 1.3354 0.4819 0.0054 -0.157
C -2.1765 -1.7850 0.4996 -0.506
H 5.3045 1.1938 -1.4972 0.204
C -1.7774 -0.6773 1.5065 -0.414
H -1.4141 -2.1570 -0.2064 0.268
C -0.0665 0.8986 -0.7149 0.802
H -2.5923 -0.6628 2.2608 0.222
N -4.6401 -1.0967 0.2156 -0.838
C 2.2446 2.9775 -1.6142 -0.642
H 1.4512 0.9830 0.9415 0.253
H 4.5426 1.7201 -2.8784 0.208
H -0.9258 0.6822 3.0570 0.360
H 1.7923 2.8137 -2.6781 0.216
C 4.5751 1.9604 -1.8274 -0.616
C 3.2696 1.9751 -1.0138 -0.215
N 1.2810 -0.9674 0.3221 -0.622
C -0.3885 -0.9693 2.1874 -0.151
H -1.3597 -0.2429 -1.6696 0.533
H 3.5799 2.3193 0.0006 0.196
O 0.4165 -2.9234 1.0356 -0.646
H 3.3940 -0.1062 -0.3289 0.228
H -2.6020 -2.5787 1.1791 0.221
H 0.5495 0.2107 3.7896 0.375
H 1.4149 3.1126 -0.9141 0.229
H 5.1527 2.8810 -1.7775 0.214
C 2.6259 0.5468 -0.8219 -0.387
O -0.7632 1.9199 -0.5876 -0.595
```